The following is a quantum chemistry calculation of a molecular structure, C4H6ClNS2 at a distorted geometry, from OMol25.

Cartesian coordinates (Å):
Cl (2.468, 0.819, -0.807)
S (-2.146, 0.274, -0.958)
S (-0.626, 2.818, -0.134)
N (0.492, 0.008, 1.513)
C (-0.862, 1.250, -0.286)
C (-0.027, 0.024, 0.087)
C (1.146, -0.317, -0.827)
C (-1.158, -1.012, -0.142)
H (1.209, 0.684, 1.614)
H (1.547, -1.289, -0.459)
H (-1.493, -1.316, 0.837)
H (0.740, -0.296, -1.820)
H (-0.302, 0.252, 2.157)
H (-0.988, -1.899, -0.774)

Calculated values
Gap between HOMO and LUMO (eV): 8.5
Energy above the lowest of the compared OMol25 structures with the same formula, charge and spin (kcal/mol): 13.79
E_tot (a.u.): -1467.31306

***

The following is a quantum chemistry calculation of a molecular structure, C3H2CrFO2 at a distorted geometry, from OMol25.

Cartesian coordinates (Å):
Cr (0.000, -2.671, 0.968)
F (1.530, 2.445, 0.778)
O (-0.198, 0.010, -1.252)
O (-1.186, -1.766, -0.462)
C (0.711, 1.353, 0.440)
C (-0.248, -0.963, -0.304)
C (0.379, 1.187, -0.836)
H (0.742, 1.827, -1.641)
H (0.214, 0.964, 1.330)

Calculated values
Gap between HOMO and LUMO (alpha / beta) (eV): 6.1 / 8.1
<S²>: 8.756
Spin multiplicity: 6
Energy above the lowest of the compared OMol25 structures with the same formula, charge and spin (kcal/mol): 24.94
E_tot (a.u.): -1410.16939

***

The following is a quantum chemistry calculation of a molecular structure, C11H21ClHfO3P at a distorted geometry, from OMol25.

Cartesian coordinates (Å):
Hf (-2.419, -3.312, -1.370)
Cl (2.466, 2.480, -2.453)
P (2.678, 2.892, -0.489)
O (3.297, 1.607, 0.208)
O (1.377, -2.453, 1.347)
O (-0.332, -2.840, -0.107)
C (1.207, 3.303, 0.196)
C (-0.819, -2.244, 2.220)
C (0.641, -1.244, -1.773)
C (0.585, -2.662, -1.209)
C (0.882, 2.692, 1.531)
C (0.202, -2.495, 1.154)
C (-1.374, 1.521, 0.980)
C (-1.254, 0.532, -1.457)
C (-0.787, -0.848, -1.956)
C (-1.924, 0.537, -0.066)
C (0.105, 1.362, 1.415)
H (-0.949, -0.820, -3.033)
H (1.166, -1.311, -2.720)
H (0.140, 0.939, 2.412)
H (-0.383, -1.744, 3.070)
H (-1.937, -0.486, 0.319)
H (-0.386, 1.183, -1.519)
H (0.159, -3.288, -2.012)
H (-1.973, 1.331, 1.867)
H (1.182, -0.502, -1.196)
H (4.172, 1.421, -0.176)
H (-1.592, 2.549, 0.709)
H (0.605, 0.653, 0.754)
H (-1.319, -3.163, 2.509)
H (1.575, -3.063, -1.034)
H (-1.605, -1.606, 1.817)
H (-1.390, -1.711, -1.536)
H (0.477, 3.120, -0.590)
H (-2.956, 0.842, -0.202)
H (1.817, 2.502, 2.048)
H (-1.967, 0.923, -2.172)
H (0.333, 3.418, 2.129)

Calculated values
Gap between HOMO and LUMO (eV): 6.1
Energy above the lowest of the compared OMol25 structures with the same formula, charge and spin (kcal/mol): 19.49
Net charge: +3
E_tot (a.u.): -1505.66153

***

The following is a quantum chemistry calculation of a molecular structure, C25H62N11O12S2 at a distorted geometry, from OMol25.

Cartesian coordinates (Å):
S (-2.855, 1.268, 0.564)
S (-0.106, 1.567, 0.473)
O (-2.650, 1.206, 2.033)
O (1.109, -2.735, -7.911)
O (0.773, -0.796, 4.470)
O (5.235, -3.376, -10.923)
O (0.976, 2.102, -0.421)
O (4.705, 3.607, 0.199)
O (-3.149, -1.921, 2.150)
O (4.316, -1.099, -2.731)
O (-7.967, -2.673, 1.212)
O (0.017, 2.253, 1.797)
O (-4.010, 2.171, 0.267)
O (0.616, 1.678, 9.387)
N (3.276, 5.063, -0.727)
N (5.874, 0.286, -1.889)
N (4.898, -3.157, -13.124)
N (-1.551, 1.833, -0.331)
N (0.158, 3.813, 9.865)
N (-3.321, -0.307, 0.089)
N (-0.095, -0.693, 1.968)
N (0.323, 1.329, 4.972)
N (2.460, -2.024, -6.270)
N (-9.707, -1.392, 0.630)
N (-5.117, -2.868, 2.570)
C (3.715, -4.934, -11.909)
C (2.060, 5.846, -0.834)
C (2.247, -2.491, -7.525)
C (3.603, 1.112, -2.088)
C (4.604, 0.001, -2.270)
C (-10.605, -0.257, 0.702)
C (0.300, -0.337, 6.778)
C (3.636, 4.205, 0.262)
C (0.130, 2.156, 11.677)
C (3.450, -2.695, -8.410)
C (-0.187, 4.943, 10.704)
C (4.330, -3.475, -14.420)
C (-0.014, 2.448, 5.824)
C (-3.111, -4.288, 2.526)
C (0.323, 2.513, 10.226)
C (6.322, 1.536, -1.314)
C (0.192, -0.234, 0.610)
C (-6.057, -3.929, 2.869)
C (4.672, -3.771, -11.931)
C (0.488, 0.025, 5.325)
C (-3.774, -2.939, 2.399)
C (-8.626, -1.661, 1.408)
C (3.723, -1.681, -5.637)
C (-8.286, -0.677, 2.497)
C (2.681, 4.015, 1.408)
H (6.531, -0.464, -2.030)
H (0.461, -1.405, 6.904)
H (-0.135, 2.143, 6.861)
H (-0.715, -0.099, 7.099)
H (2.723, -4.615, -12.233)
H (-9.111, -0.597, 3.207)
H (1.729, 3.618, 1.046)
H (3.848, -2.292, -4.746)
H (-9.874, -2.091, -0.076)
H (2.325, 6.906, -0.883)
H (-3.267, -4.695, 3.526)
H (1.614, -1.911, -5.735)
H (-8.065, 0.301, 2.068)
H (-11.620, -0.619, 0.879)
H (3.640, -5.313, -10.893)
H (4.079, -5.736, -12.553)
H (0.608, 5.689, 10.639)
H (1.400, 5.681, 0.011)
H (0.295, 1.090, 11.805)
H (-10.327, 0.427, 1.497)
H (3.694, -0.633, -5.339)
H (-0.442, -0.729, -0.152)
H (3.530, 1.397, -1.038)
H (1.252, -0.410, 0.345)
H (2.623, 0.780, -2.420)
H (1.541, 5.570, -1.753)
H (5.547, -2.390, -13.062)
H (-0.571, -1.582, 1.916)
H (-2.042, -4.174, 2.363)
H (4.565, -1.841, -6.306)
H (0.782, 3.195, 5.759)
H (-0.945, 2.894, 5.466)
H (-0.318, 4.650, 11.741)
H (2.521, 4.962, 1.929)
H (1.020, 0.199, 7.396)
H (0.848, 2.695, 12.298)
H (-5.476, -1.933, 2.465)
H (-3.505, -4.977, 1.776)
H (3.647, -4.316, -14.364)
H (-5.567, -4.896, 2.962)
H (0.459, 1.503, 3.982)
H (4.127, -3.426, -7.967)
H (5.498, 2.230, -1.215)
H (-1.115, 5.387, 10.337)
H (3.123, -3.069, -9.375)
H (-2.652, -1.001, 0.403)
H (3.971, -1.750, -8.565)
H (-10.582, 0.274, -0.251)
H (-6.792, -3.966, 2.068)
H (-0.887, 2.391, 11.994)
H (-3.401, -0.277, -0.925)
H (3.793, -2.601, -14.795)
H (3.960, 5.139, -1.461)
H (5.139, -3.714, -15.113)
H (0.302, 3.975, 8.880)
H (3.105, 3.301, 2.109)
H (7.098, 1.974, -1.949)
H (-6.563, -3.690, 3.808)
H (-7.406, -1.023, 3.031)
H (3.899, 1.975, -2.689)
H (6.744, 1.341, -0.327)
H (-0.684, -0.018, 2.445)

Calculated values
Gap between HOMO and LUMO (eV): 7.1
Net charge: -1
E_tot (a.u.): -3291.46886

***

The following is a quantum chemistry calculation of 5 unconnected molecules or ions with the total composition C18H24F4NO12S at a distorted geometry, from OMol25.

Cartesian coordinates (Å):
S (-4.451, -4.424, -1.564)
F (-3.605, -1.500, -2.462)
F (-1.427, -1.966, -1.976)
F (-2.920, -2.036, -0.251)
F (-4.426, -5.408, -0.196)
O (-3.165, 5.057, -0.195)
O (3.980, -2.925, 1.837)
O (-1.595, -4.650, -0.082)
O (-2.190, 1.467, -1.194)
O (-5.526, -3.397, -1.364)
O (5.208, 3.321, 0.807)
O (-4.860, -5.319, -2.723)
O (-0.972, -5.352, -2.168)
O (-4.114, 5.376, 1.839)
O (-0.686, 0.433, -2.539)
O (2.302, -3.353, 0.374)
O (5.462, 2.189, 2.756)
N (-2.901, -3.774, -1.969)
C (2.673, -5.637, 0.023)
C (-4.080, 5.598, 0.656)
C (5.875, 0.866, 3.119)
C (-0.886, 1.669, 0.738)
C (-3.343, 5.616, -1.501)
C (0.030, 1.346, -0.422)
C (-4.766, 6.122, -1.526)
C (5.439, 2.296, 1.399)
C (-2.776, -2.337, -1.642)
C (-0.950, 1.002, -1.512)
C (5.576, 0.010, 1.912)
C (-1.820, -4.608, -1.337)
C (-4.993, 6.533, -0.088)
C (3.439, -5.210, 1.257)
C (5.784, 0.976, 0.766)
C (-2.124, 2.186, 0.044)
C (1.654, -4.533, -0.125)
C (3.312, -3.711, 1.206)
H (6.200, -0.883, 1.852)
H (6.827, 1.000, 0.438)
H (-2.614, 6.420, -1.639)
H (-4.924, 6.929, -2.244)
H (2.971, -5.576, 2.174)
H (0.680, 0.500, -0.198)
H (4.484, -5.517, 1.208)
H (-2.062, 3.254, -0.177)
H (-1.124, 0.751, 1.285)
H (5.122, 0.756, -0.071)
H (5.320, 0.538, 4.001)
H (0.755, -4.715, 0.469)
H (4.530, -0.312, 1.935)
H (-5.446, 5.304, -1.785)
H (-6.031, 6.391, 0.213)
H (6.942, 0.888, 3.360)
H (0.617, 2.214, -0.732)
H (-0.461, 2.382, 1.447)
H (3.344, -5.641, -0.842)
H (-4.675, 7.563, 0.096)
H (-3.170, 4.848, -2.257)
H (2.224, -6.628, 0.106)
H (1.364, -4.383, -1.166)
H (-3.028, 1.997, 0.627)

Calculated values
Gap between HOMO and LUMO (eV): 7.6
Net charge: -1
E_tot (a.u.): -2455.61840

***

The following is a quantum chemistry calculation of a single C5H3NO molecule at a distorted geometry, from OMol25.

Cartesian coordinates (Å):
O (2.052, -1.116, 0.929)
N (-1.008, -2.502, 0.643)
C (0.752, 0.600, -0.104)
C (0.978, -0.775, 0.505)
C (-1.766, 1.190, -0.735)
C (-0.628, 0.923, -0.455)
C (-0.161, -1.718, 0.567)
H (-2.779, 1.423, -0.984)
H (1.158, 1.320, 0.616)
H (1.403, 0.654, -0.984)

Calculated values
Gap between HOMO and LUMO (eV): 10.2
SMILES string: C#CCC(=O)C#N
Energy above the lowest of the compared OMol25 structures with the same formula, charge and spin (kcal/mol): 41.52
E_tot (a.u.): -322.22563